Entry from OMol25: a structure of composition C32H30BaN9O5S2 (ωB97M-V/def2-TZVPD).

XYZ file:
```
79
Properties=species:S:1:pos:R:3:forces:R:3:mulliken_charge:R:1
Ba 1.085854 0.102079 1.118997 -0.3 0.9 0.4 2.01
N -1.355240 -1.003105 -2.089344 -0.1 0.1 -0.1 0.35
C -1.804674 -2.295315 -1.931667 0.0 -0.1 0.0 0.24
C -2.006234 -3.159936 -2.981946 0.0 0.1 0.0 -0.67
C -2.538752 -4.445190 -2.764209 0.0 -0.1 0.0 -0.62
C -2.859500 -4.876078 -1.508863 0.0 0.0 -0.1 -0.98
C -2.654493 -4.014612 -0.404369 0.0 0.1 0.0 0.78
C -2.917142 -4.395382 0.930847 0.0 0.0 0.0 -0.83
C -2.683942 -3.512614 1.943544 0.0 -0.1 0.0 -1.04
C -2.196006 -2.228232 1.626516 0.0 0.1 0.0 0.13
N -1.938558 -1.838820 0.406153 0.1 0.1 0.0 0.31
C -2.147381 -2.713651 -0.608613 0.0 -0.3 0.1 0.29
H -0.826814 -0.784275 -2.918977 0.1 -0.1 0.0 0.24
H -0.977915 -0.602649 -1.246054 -0.1 0.1 0.0 -0.41
H -1.732090 -2.851416 -3.984448 0.0 0.0 0.0 0.43
H -2.680092 -5.101486 -3.614114 0.0 0.0 0.0 0.38
H -3.254017 -5.870285 -1.339903 0.0 0.0 0.0 0.37
H -3.286819 -5.394354 1.131501 0.0 0.0 0.0 0.39
H -2.856971 -3.777718 2.977582 0.0 0.0 0.0 0.42
H -2.012936 -1.503430 2.414152 0.0 0.0 0.0 0.30
O 1.221724 1.789409 3.026107 0.1 -0.3 0.0 -1.10
C 0.702662 1.623693 4.185439 -0.3 0.3 -0.1 0.24
C 1.502752 1.651430 5.364216 -0.1 -0.1 0.0 -0.72
C 0.963377 1.506140 6.618658 0.1 0.0 0.0 -0.34
C -0.411315 1.324908 6.792542 0.0 0.0 0.0 -0.79
C -1.216298 1.299432 5.672707 0.0 0.0 0.0 -0.92
C -0.709564 1.455326 4.375809 0.2 -0.2 0.2 0.80
C -1.659050 1.457747 3.259886 -0.3 0.2 -0.1 -0.21
N -1.512474 1.107521 1.989550 0.4 -0.1 0.2 0.81
C -2.728526 1.294618 1.377782 0.0 0.0 -0.1 -0.55
C -3.634847 1.763125 2.274164 0.0 0.0 0.0 -0.89
N -2.948931 1.858705 3.462803 0.0 0.0 0.0 -0.09
H 2.567564 1.786767 5.221997 0.0 0.0 0.0 0.45
H 1.615962 1.523843 7.484905 0.0 0.0 0.0 0.36
H -0.835629 1.187042 7.778226 0.0 0.0 0.0 0.36
H -2.278406 1.120384 5.812136 0.0 0.0 0.0 0.34
H -2.863163 1.089167 0.327855 0.0 0.0 0.0 0.38
H -4.669944 2.037815 2.178646 0.0 0.0 0.0 0.47
H -3.302166 2.223757 4.327686 0.0 0.0 0.0 0.25
C 5.801065 -2.393074 -1.784484 0.0 -0.2 0.0 -0.29
C 5.966007 -1.021830 -2.230486 -0.1 0.1 0.0 -0.61
C 5.021361 -0.107233 -1.952826 0.2 0.0 0.0 -0.58
C 3.816417 -0.424889 -1.219244 0.0 0.3 0.1 -0.20
C 3.549680 -1.877767 -0.838071 0.1 -0.1 0.1 1.07
C 4.704823 -2.786092 -1.134520 0.0 0.0 -0.1 -1.15
N 2.913126 0.496384 -0.973230 -0.5 -0.4 0.1 0.82
N 3.076221 1.710471 -1.487064 0.3 0.0 -0.1 -0.99
C 2.096889 2.620397 -1.228288 -0.1 0.2 -0.2 -0.41
C 2.230686 3.862911 -1.905105 0.0 0.0 0.1 -0.41
C 1.282332 4.834747 -1.739800 0.1 0.0 -0.1 -0.30
C 0.188965 4.610409 -0.896057 -0.1 0.0 0.1 -0.64
C 0.122650 3.392564 -0.258516 0.1 0.1 -0.3 -0.76
N 1.029783 2.423880 -0.426540 0.2 -0.6 0.2 0.51
H 6.590698 -3.109665 -1.981918 0.0 0.0 0.0 0.37
H 6.872046 -0.739142 -2.752092 0.0 0.0 0.0 0.34
H 5.138625 0.930730 -2.228889 0.0 0.0 0.0 0.43
H 2.673414 -2.227379 -1.387302 0.0 0.0 -0.1 0.13
H 4.585527 -3.807591 -0.794289 0.0 0.0 0.0 0.40
H 3.086910 4.001254 -2.550378 0.0 0.0 0.0 0.48
H 1.376648 5.776159 -2.269584 0.0 0.0 0.0 0.34
H -0.584681 5.351573 -0.753779 0.0 0.0 0.0 0.42
H -0.700093 3.151316 0.405844 0.0 0.0 0.0 0.39
S -2.185355 2.508983 -2.603604 0.0 0.0 -0.1 -0.23
C -3.391390 1.723290 -3.428569 0.0 0.1 0.0 -0.14
N -3.567689 0.390913 -3.533266 0.0 0.0 0.1 0.03
C -4.810158 0.043963 -4.195289 0.0 0.0 -0.1 -0.55
C -5.168831 1.364262 -4.898823 0.0 0.0 0.0 -0.53
N -4.403907 2.328966 -4.124190 0.0 0.0 0.0 -0.22
H -3.046404 -0.204514 -2.895226 0.0 -0.1 -0.1 0.18
H -5.581243 -0.258500 -3.480962 0.0 0.1 0.0 0.29
H -4.665557 -0.767188 -4.908527 0.0 0.0 0.0 0.34
H -6.237051 1.573749 -4.850187 0.0 0.0 0.0 0.30
H -4.863763 1.350596 -5.949861 0.0 0.0 0.0 0.27
H -4.234281 3.265211 -4.448194 0.0 0.0 0.0 0.26
O 2.027707 -4.290930 0.778263 0.1 0.0 0.0 -0.74
S 1.804649 -2.880680 0.889499 1.0 -0.2 -0.4 0.96
O 0.915940 -2.317507 -0.125462 -0.5 -0.2 0.0 -0.52
O 3.216341 -2.074357 0.584257 -0.4 0.2 -0.2 -0.31
O 1.538185 -2.371550 2.221156 -0.3 0.0 0.3 -0.67
```
Positions in Å, forces in eV/Å.

2S+1: 1
Total charge: -1
E_LUMO (eV): 2.09
Gap between HOMO and LUMO (eV): 5.81

***

Entry from OMol25: a structure of composition C32H30BrN5O4SV (ωB97M-V/def2-TZVPD).

XYZ file:
```
74
Properties=species:S:1:pos:R:3:forces:R:3:mulliken_spin:R:1
V -0.399484 -1.775232 0.019154 -1.7 1.8 -0.2 2.91
C 0.547916 4.583468 1.744254 0.0 0.0 0.4 0.00
O 0.401016 5.128468 0.443054 0.1 -0.1 -0.6 0.00
C 1.260716 4.668968 -0.530846 0.1 0.1 0.1 0.00
C 2.025216 5.603268 -1.216846 -0.1 -0.1 0.1 0.00
C 2.888916 5.209268 -2.224446 0.0 0.0 0.0 0.00
C 2.996816 3.867768 -2.548746 0.1 0.0 0.0 0.00
C 2.219516 2.930068 -1.894146 0.0 0.0 -0.1 0.00
C 1.336716 3.313768 -0.887746 0.2 0.3 0.0 0.00
N 0.472716 2.411368 -0.263846 -0.4 -0.1 0.2 0.01
C 0.615616 1.035068 -0.212046 0.1 0.2 -0.1 0.05
N 1.877516 0.611868 -0.051646 0.0 0.6 0.1 -0.03
C 2.403916 -0.683032 0.030854 0.4 -0.4 -0.1 0.02
C 1.620016 -1.841932 -0.030946 1.5 0.2 -0.2 -0.12
C 2.367816 -3.027532 0.028954 0.2 -0.1 0.0 -0.03
C 3.741216 -3.069732 0.195654 0.0 -0.2 0.0 -0.02
C 4.474116 -1.899732 0.286754 0.0 0.2 0.0 0.04
C 3.803416 -0.698532 0.174354 -0.1 0.1 0.0 -0.02
O 4.446816 0.538668 0.249354 -0.4 -0.4 0.3 0.00
C 5.476616 0.749068 -0.688146 0.2 0.1 -0.3 0.00
N -0.399984 0.227268 -0.291946 0.4 1.0 -0.5 0.01
C -1.682684 0.811368 -0.344346 -0.4 0.7 -0.1 -0.04
C -2.159384 1.426368 0.819954 -0.1 0.0 0.0 -0.01
C -3.389584 2.049768 0.878354 0.0 0.1 0.0 0.00
C -4.183484 2.082468 -0.256546 0.1 0.0 0.0 0.00
C -3.738984 1.473868 -1.411346 0.0 -0.1 -0.1 0.00
C -2.496384 0.844268 -1.487446 -0.1 0.2 0.2 -0.01
O -2.196084 0.373968 -2.734846 -0.1 0.1 0.2 0.00
C -1.223084 -0.626732 -2.909746 0.4 -0.1 -0.1 0.01
H 0.382316 5.404868 2.442154 0.0 -0.1 0.0 0.00
H 1.550216 4.182468 1.904054 0.0 0.0 -0.1 0.00
H -0.188884 3.799968 1.942054 0.1 0.0 0.0 0.00
H 1.933416 6.641068 -0.937846 0.0 0.1 0.1 0.00
H 3.475516 5.947768 -2.750546 0.0 0.0 0.0 0.00
H 3.676316 3.549468 -3.325746 0.0 0.0 -0.1 0.00
H 2.269616 1.891968 -2.190346 0.0 0.0 0.0 0.00
H -0.462184 2.762068 -0.105146 0.0 -0.1 -0.1 0.00
H 2.592716 1.321668 0.059454 -0.2 0.0 0.0 0.00
H 1.869416 -3.985332 -0.055546 -0.1 0.0 0.1 0.02
H 4.248016 -4.022632 0.272454 0.0 -0.1 0.0 0.00
H 5.540616 -1.930332 0.446754 0.1 0.1 0.0 0.00
H 6.271216 0.003468 -0.607346 0.0 0.0 0.0 0.00
H 5.881516 1.737468 -0.472746 0.1 -0.1 -0.1 0.00
H 5.084716 0.732868 -1.711946 0.0 0.0 0.0 0.00
H -1.525584 1.390968 1.698954 0.0 0.0 0.0 0.00
H -3.718684 2.509668 1.795454 0.0 0.1 0.1 0.00
H -5.135784 2.589868 -0.243846 -0.1 0.0 0.0 0.00
H -4.343584 1.474768 -2.305746 0.0 0.0 -0.1 0.00
H -1.313384 -0.930932 -3.953946 0.0 -0.1 0.1 0.00
H -1.433584 -1.488932 -2.256646 0.0 0.1 -0.1 0.03
H -0.202784 -0.256332 -2.734846 -0.3 -0.2 0.0 -0.01
O -2.592684 -1.764232 0.147854 0.7 -0.4 -1.0 0.02
N -3.116784 -1.364032 1.263054 -0.3 0.4 1.2 0.01
C -4.443684 -1.141632 1.304654 -0.5 0.0 0.0 0.00
C -5.077884 -0.715532 2.443754 0.2 -0.1 0.0 0.01
C -4.319884 -0.488232 3.592654 0.2 0.0 -0.2 0.01
C -2.963484 -0.705832 3.541154 -0.5 0.1 0.0 0.00
C -2.342984 -1.143832 2.367454 0.2 -0.1 0.0 0.01
S -0.647984 -1.374832 2.301054 0.1 0.0 1.0 -0.01
H -4.954184 -1.313432 0.368654 0.1 -0.1 0.0 0.00
H -6.143084 -0.568532 2.436954 -0.2 0.1 -0.1 0.00
H -4.786584 -0.135432 4.497154 -0.1 0.0 0.2 0.00
H -2.331684 -0.541232 4.397954 0.1 0.0 0.1 0.00
Br -0.504584 -6.845332 2.634654 0.0 0.2 -0.2 0.00
C -0.524884 -5.823132 1.030754 0.0 -0.5 -0.1 -0.04
C -0.511884 -6.469332 -0.200446 0.0 0.6 0.1 0.09
C -0.550084 -5.648332 -1.325546 0.0 -0.3 0.2 -0.05
C -0.573184 -4.279032 -1.171446 0.0 0.0 -0.2 0.12
N -0.542984 -3.658632 0.025354 -0.2 -3.4 -0.2 -0.11
C -0.540084 -4.448232 1.111054 0.0 -0.1 0.4 0.12
H -0.461184 -7.542732 -0.275846 0.0 -0.1 0.0 0.01
H -0.546284 -6.087632 -2.311746 0.0 0.1 -0.1 0.00
H -0.569984 -3.632532 -2.046246 0.0 -0.1 0.1 0.00
H -0.512584 -3.952132 2.072954 0.0 0.0 -0.1 0.00
```
Positions in Å, forces in eV/Å.

2S+1: 4
Total charge: 0
E_LUMO (alpha / beta) (eV): 0.45 / 0.28
Gap between HOMO and LUMO (alpha / beta) (eV): 6.56 / 7.75

***

Entry from OMol25: a structure of composition C32H30F3GeN5O2STi (ωB97M-V/def2-TZVPD).

XYZ file:
```
75
Properties=species:S:1:pos:R:3:forces:R:3:mulliken_spin:R:1
Ti 0.504761 -0.018708 1.285174 -0.6 -0.2 0.0 1.01
C 0.021847 1.798333 5.329825 0.0 0.0 0.0 0.00
C -0.093998 1.290117 3.933265 0.0 -0.1 0.0 0.01
N 0.771863 0.480194 3.410633 0.2 0.1 -0.1 0.04
O 1.831250 0.141722 4.256976 0.0 0.0 0.0 0.00
C -1.210318 1.674454 3.085915 0.0 0.1 0.0 0.09
C -2.335430 2.550935 3.526862 0.0 0.0 0.0 -0.01
N -1.144868 1.158555 1.879942 0.2 0.0 0.3 -0.06
O -2.035100 1.341857 0.996780 0.0 0.0 0.0 -0.02
H 1.061031 1.847712 5.641700 0.0 0.0 0.0 0.00
H -0.497712 1.118313 6.009325 0.0 0.0 0.0 0.00
H -0.446382 2.775801 5.416663 0.0 0.0 0.0 0.00
H 2.436147 -0.348506 3.684550 0.0 0.0 0.0 0.00
H -2.711116 2.260588 4.508348 0.0 0.0 0.0 0.00
H -3.140464 2.470243 2.800332 0.0 0.0 0.0 0.00
H -2.032876 3.599726 3.579583 0.0 0.0 0.0 0.00
S 2.921100 -0.885594 1.059008 0.1 0.2 0.1 -0.01
C 3.085971 0.763722 0.728703 -0.1 -0.1 0.0 0.01
N 4.223761 1.326910 0.255010 0.0 -0.1 0.0 0.00
C 4.358074 2.664535 0.096807 -0.1 0.1 0.0 0.00
C 3.310537 3.483292 0.392547 0.1 0.0 0.0 0.00
C 2.110922 2.870919 0.779461 -0.1 -0.1 -0.1 0.01
N 2.011381 1.563202 0.927908 0.0 0.1 0.1 -0.04
H 4.989328 0.703504 0.026878 0.0 0.0 0.0 0.00
H 5.311475 3.014953 -0.271126 0.0 0.0 0.0 0.00
H 3.386458 4.552557 0.277294 0.0 0.0 0.0 0.00
H 1.204955 3.441237 0.946158 0.0 0.0 0.0 0.00
F -2.149638 -6.504561 2.465947 0.0 0.0 0.0 0.00
C -2.606352 -5.645923 1.547313 0.0 0.0 0.0 0.00
F -3.922456 -5.504751 1.727499 0.0 0.0 0.0 0.00
F -2.412909 -6.196385 0.340832 0.0 0.0 0.0 0.00
C -1.892277 -4.315254 1.633971 0.0 0.0 0.0 0.00
C -0.584540 -4.255476 2.097305 0.0 0.0 0.0 0.00
C 0.052102 -3.033715 2.095396 0.0 0.0 -0.1 0.01
N -0.547502 -1.910558 1.674974 0.0 0.2 -0.1 -0.04
C -1.821431 -1.972014 1.266426 0.0 0.0 0.0 0.03
C -2.527313 -3.160589 1.217658 0.0 0.0 0.0 0.00
H -0.072065 -5.139900 2.446532 0.0 0.0 0.0 0.00
H 1.075718 -2.941097 2.436779 0.0 0.0 0.0 0.00
H -2.279690 -1.038195 0.965629 0.0 0.0 0.0 -0.01
H -3.547144 -3.167257 0.860250 0.0 0.0 0.0 0.00
C -3.892012 -2.335671 -2.460392 0.0 0.0 0.0 0.00
C -2.635539 -2.741230 -2.884107 0.0 0.0 0.0 0.00
C -1.518151 -1.967501 -2.593314 0.0 0.0 0.0 0.00
C -1.629957 -0.779479 -1.868722 0.0 0.0 0.0 -0.01
C -2.906382 -0.382397 -1.454144 0.0 0.0 0.0 0.00
C -4.025495 -1.149279 -1.750903 0.0 0.0 0.0 0.00
Ge -0.013503 0.226873 -1.345695 0.1 -0.1 -0.1 0.00
C -0.164259 2.065078 -2.025775 0.0 0.1 0.0 0.01
C 0.953004 2.904133 -2.030486 0.0 -0.1 0.0 0.00
C 0.876950 4.224941 -2.454047 0.0 0.0 0.0 0.00
C -0.336477 4.738376 -2.886631 0.0 0.0 0.0 0.00
C -1.455320 3.918181 -2.905733 0.0 0.0 0.0 0.00
C -1.369552 2.599026 -2.480404 0.0 0.0 0.0 0.00
C 1.500059 -0.597946 -2.327509 0.0 0.0 0.0 -0.01
C 1.928370 -1.878744 -1.963150 0.0 0.1 0.0 0.01
C 3.018267 -2.482752 -2.571246 0.0 0.0 0.0 0.00
C 3.722271 -1.803714 -3.557706 0.0 0.0 0.0 0.00
C 3.313928 -0.535616 -3.940163 0.0 0.0 0.0 0.00
C 2.209356 0.057241 -3.334486 0.0 -0.1 0.0 0.00
H -4.764283 -2.933842 -2.691454 0.0 0.0 0.0 0.00
H -2.524990 -3.657056 -3.451213 0.0 0.0 0.0 0.00
H -0.549512 -2.293118 -2.951948 0.0 0.0 0.0 0.00
H -3.022322 0.520169 -0.868229 0.0 0.0 0.0 0.00
H -5.005235 -0.818597 -1.428363 0.0 0.0 0.0 0.00
H 1.921571 2.503869 -1.746827 0.0 0.0 -0.1 0.00
H 1.763971 4.848018 -2.465893 0.0 0.0 0.0 0.00
H -0.407205 5.765253 -3.220485 0.0 0.0 0.0 0.00
H -2.401960 4.306548 -3.259196 0.0 0.0 0.0 0.00
H -2.254993 1.978707 -2.514730 0.0 0.0 0.0 0.00
H 1.396250 -2.420367 -1.184756 0.0 0.0 0.0 0.00
H 3.320366 -3.481322 -2.280467 0.0 0.0 0.0 0.00
H 4.573317 -2.269954 -4.037423 0.0 0.0 0.0 0.00
H 3.841784 -0.013613 -4.729038 0.0 0.0 0.0 0.00
H 1.880581 1.030883 -3.676396 0.0 0.0 0.0 0.00
```
Positions in Å, forces in eV/Å.

2S+1: 2
Total charge: +1
E_LUMO (alpha / beta) (eV): -4.30 / -4.29
Gap between HOMO and LUMO (alpha / beta) (eV): 5.70 / 5.63

***

Q: Which formula does entry 3 have?
A: C32H30F3GeN5O2STi